1.
DFT (the ωB97M-V functional and the def2-TZVPD basis) results for 6 unconnected molecules or ions with the total composition C21H59N7O6 at a distorted geometry.

Computed properties:
SMILES string: COC[C@H](C)N.COC[C@H](C)N.COC[C@H](C)N.COC[C@H](C)N.COC[C@H](C)N.NC(N)=O
Kohn-Sham gap: 9.00 eV
LUMO: 0.60 eV
ΔE to the lowest compared entry with this formula, charge and spin: 40.11 kcal/mol
DFT total energy: -45446.843 eV

Geometry (Å):
C (-0.17, 2.80, -4.04)
C (1.35, 2.91, -3.82)
C (2.12, 1.71, -4.36)
O (1.59, 0.55, -3.71)
C (0.97, -0.38, -4.57)
N (1.89, 4.17, -4.33)
H (-0.45, 2.48, -5.05)
H (-0.61, 3.77, -3.81)
H (-0.60, 2.13, -3.30)
H (1.28, 2.90, -2.73)
H (3.18, 1.76, -4.07)
H (2.07, 1.50, -5.44)
H (0.03, 0.04, -4.94)
H (0.67, -1.26, -4.00)
H (1.64, -0.83, -5.31)
H (2.90, 4.03, -4.39)
H (1.64, 4.33, -5.30)
C (-1.73, 3.06, 1.10)
C (-3.00, 3.18, 0.26)
C (-3.32, 4.66, -0.03)
O (-2.50, 5.23, -1.01)
C (-3.13, 6.27, -1.72)
N (-2.84, 2.30, -0.93)
H (-0.92, 3.57, 0.56)
H (-1.40, 2.06, 1.36)
H (-1.76, 3.71, 1.98)
H (-3.79, 2.75, 0.87)
H (-3.28, 5.15, 0.95)
H (-4.37, 4.62, -0.34)
H (-3.33, 7.11, -1.04)
H (-4.02, 5.92, -2.25)
H (-2.42, 6.69, -2.43)
H (-2.22, 2.83, -1.54)
H (-2.17, 1.58, -0.62)
C (1.11, 2.10, 2.50)
C (2.51, 2.19, 1.87)
C (3.29, 0.86, 1.95)
O (3.57, 0.49, 3.30)
C (4.75, 1.08, 3.77)
N (2.48, 2.57, 0.45)
H (0.62, 3.07, 2.56)
H (1.23, 1.55, 3.43)
H (0.46, 1.51, 1.85)
H (2.95, 2.98, 2.48)
H (4.18, 0.90, 1.33)
H (2.60, 0.07, 1.66)
H (5.10, 0.61, 4.69)
H (4.65, 2.12, 4.08)
H (5.62, 0.94, 3.11)
H (2.05, 3.50, 0.38)
H (1.73, 1.99, 0.08)
C (-1.87, -2.63, 3.62)
C (-2.45, -1.21, 3.55)
C (-3.48, -0.98, 2.47)
O (-2.97, -1.29, 1.18)
C (-3.91, -1.13, 0.15)
N (-2.96, -0.76, 4.88)
H (-1.23, -2.72, 4.50)
H (-1.23, -2.84, 2.77)
H (-2.72, -3.32, 3.64)
H (-1.62, -0.52, 3.45)
H (-4.01, -0.02, 2.52)
H (-4.31, -1.68, 2.67)
H (-4.03, -0.05, 0.00)
H (-4.87, -1.62, 0.37)
H (-3.46, -1.45, -0.79)
H (-2.33, -1.26, 5.50)
H (-3.86, -1.22, 5.04)
C (1.93, -3.93, 1.27)
C (1.84, -4.71, -0.05)
C (1.93, -6.21, 0.08)
O (1.79, -6.80, -1.19)
C (1.85, -8.20, -1.19)
N (0.60, -4.30, -0.76)
H (1.98, -2.86, 1.07)
H (2.90, -4.25, 1.66)
H (1.06, -4.19, 1.86)
H (2.72, -4.51, -0.67)
H (1.10, -6.52, 0.74)
H (2.85, -6.63, 0.50)
H (1.56, -8.60, -2.17)
H (1.15, -8.65, -0.49)
H (2.87, -8.59, -1.08)
H (-0.13, -4.67, -0.14)
H (0.62, -5.01, -1.50)
C (-0.17, -0.60, -0.63)
O (-0.72, 0.50, -0.65)
N (0.96, -0.84, -1.36)
N (-0.49, -1.61, 0.20)
H (1.12, -0.14, -2.08)
H (1.31, -1.78, -1.39)
H (-0.17, -2.56, 0.12)
H (-1.30, -1.42, 0.82)

Electronic structure analysis, Löwdin charges in units of e: -0.053, -0.424, -0.162, -0.252, -0.110, 0.037, 0.076, 0.077, 0.065, 0.131, 0.125, 0.124, 0.090, 0.078, 0.092, 0.063, 0.071, -0.093, -0.406, -0.228, -0.180, -0.105, 0.043, 0.083, 0.045, 0.078, 0.123, 0.123, 0.120, 0.088, 0.091, 0.085, 0.048, 0.006, -0.058, -0.423, -0.188, -0.189, -0.135, 0.042, 0.070, 0.080, 0.049, 0.129, 0.117, 0.120, 0.082, 0.084, 0.086, 0.069, 0.055, -0.049, -0.430, -0.192, -0.246, -0.082, 0.033, 0.076, 0.055, 0.086, 0.131, 0.131, 0.125, 0.081, 0.092, 0.096, 0.057, 0.067, -0.043, -0.439, -0.223, -0.201, -0.115, 0.044, 0.063, 0.084, 0.075, 0.143, 0.131, 0.133, 0.088, 0.090, 0.090, 0.084, 0.077, -0.637, -0.019, 0.175, 0.178, 0.065, 0.081, 0.039, 0.071

=====

2.
DFT (the ωB97M-V functional and the def2-TZVPD basis) results for 2 unconnected molecules or ions with the total composition C6H17NO2 at a distorted geometry.

Computed properties:
Kohn-Sham gap (alpha / beta): 9.65 / 3.58 eV
LUMO (alpha / beta): -2.98 / -9.06 eV
ΔE to the lowest compared entry with this formula, charge and spin: 49.88 kcal/mol
DFT total energy: -12071.804 eV
Net charge: +1
Expectation value of S²: 0.7557
2S+1: 2

Geometry (Å):
C (0.80, 1.98, -3.31)
C (1.27, 2.47, -1.96)
O (1.69, 3.83, -2.13)
H (0.06, 2.71, -3.63)
H (0.43, 0.98, -3.08)
H (1.65, 1.96, -3.99)
H (1.99, 1.81, -1.47)
H (0.43, 2.47, -1.27)
H (2.55, 3.97, -2.52)
C (0.88, -0.65, -0.28)
C (0.36, -1.49, 0.96)
C (-0.99, -0.95, 1.61)
O (-1.38, -1.73, 2.72)
C (-2.50, -1.10, 3.51)
N (0.29, -2.85, 0.47)
H (1.64, -1.20, -0.84)
H (1.31, 0.27, 0.10)
H (0.04, -0.55, -0.97)
H (1.12, -1.66, 1.72)
H (-1.69, -1.26, 0.83)
H (-0.95, 0.10, 1.87)
H (-2.88, -1.73, 4.31)
H (-3.37, -0.99, 2.87)
H (-2.26, -0.10, 3.88)
H (-0.16, -2.86, -0.43)
H (-0.32, -3.42, 1.05)

Electronic structure analysis, Löwdin charges in units of e: -0.081, -0.342, -0.075, 0.087, 0.056, 0.082, 0.089, 0.103, 0.088, -0.016, -0.282, -0.126, -0.149, 0.001, 0.262, 0.096, 0.083, 0.087, 0.174, 0.144, 0.150, 0.100, 0.092, 0.098, 0.141, 0.139

=====

3.
DFT (the ωB97M-V functional and the def2-TZVPD basis) results for 12 unconnected molecules or ions with the total composition C28H83N3O19 at a distorted geometry.

Computed properties:
SMILES string: COC[C@H](C)N.COC[C@H](C)N.COC[C@H](C)N.OCCO.OCCO.OCCO.OCCO.OCCO.OCCO.OCCO.CO.CO
Kohn-Sham gap: 9.47 eV
LUMO: 0.13 eV
ΔE to the lowest compared entry with this formula, charge and spin: 0.00 kcal/mol
DFT total energy: -73748.893 eV

Geometry (Å):
C (-0.60, -4.70, -3.01)
O (0.69, -4.84, -2.43)
H (-0.93, -3.67, -2.90)
H (-0.48, -4.94, -4.07)
H (-1.29, -5.38, -2.51)
H (0.98, -3.94, -2.16)
C (-3.54, -2.46, -2.41)
O (-4.40, -2.51, -3.53)
H (-3.36, -3.46, -2.02)
H (-2.65, -1.87, -2.63)
H (-4.05, -2.05, -1.52)
H (-4.93, -1.71, -3.55)
C (0.50, 4.80, -0.50)
C (-0.55, 3.74, -0.86)
C (-0.43, 3.26, -2.33)
O (-0.74, 4.30, -3.23)
C (-0.39, 4.09, -4.56)
N (-0.50, 2.66, 0.11)
H (0.62, 5.46, -1.36)
H (1.47, 4.36, -0.28)
H (0.22, 5.35, 0.40)
H (-1.58, 4.12, -0.83)
H (-1.26, 2.56, -2.50)
H (0.55, 2.79, -2.45)
H (0.67, 3.84, -4.66)
H (-0.58, 4.97, -5.18)
H (-0.93, 3.29, -5.09)
H (0.49, 2.40, 0.11)
H (-1.07, 1.85, -0.13)
C (3.61, -2.74, -0.52)
C (2.97, -2.05, -1.73)
C (3.48, -2.73, -3.03)
O (4.86, -2.58, -3.32)
C (5.31, -1.28, -3.57)
N (1.53, -2.26, -1.70)
H (3.35, -3.79, -0.39)
H (3.33, -2.21, 0.39)
H (4.68, -2.62, -0.71)
H (3.08, -0.97, -1.76)
H (2.91, -2.34, -3.88)
H (3.25, -3.79, -3.09)
H (4.79, -0.80, -4.41)
H (6.37, -1.29, -3.77)
H (5.12, -0.60, -2.73)
H (1.07, -1.68, -2.41)
H (1.14, -1.80, -0.87)
C (4.24, 3.24, 0.37)
C (3.96, 1.83, -0.07)
C (4.17, 0.80, 1.02)
O (5.54, 0.72, 1.42)
C (5.67, -0.11, 2.53)
N (2.56, 1.85, -0.52)
H (3.55, 3.62, 1.12)
H (4.15, 3.98, -0.43)
H (5.21, 3.30, 0.87)
H (4.54, 1.60, -0.97)
H (3.81, -0.18, 0.69)
H (3.57, 1.10, 1.89)
H (5.38, -1.14, 2.28)
H (5.05, 0.24, 3.37)
H (6.67, -0.27, 2.92)
H (2.31, 0.86, -0.51)
H (2.64, 2.04, -1.51)
C (-4.59, 1.88, -0.29)
C (-6.10, 2.18, -0.35)
O (-6.90, 1.17, 0.25)
O (-4.31, 0.74, -1.06)
H (-4.28, 1.62, 0.72)
H (-4.08, 2.80, -0.60)
H (-6.42, 2.26, -1.39)
H (-6.27, 3.09, 0.23)
H (-6.65, 0.30, -0.06)
H (-3.35, 0.62, -1.08)
C (-1.56, -0.88, 0.00)
C (-0.58, -0.70, 1.14)
O (0.74, -0.93, 0.66)
O (-1.55, 0.25, -0.87)
H (-2.57, -0.98, 0.40)
H (-1.33, -1.79, -0.56)
H (-0.85, -1.32, 1.99)
H (-0.67, 0.31, 1.57)
H (1.33, -0.88, 1.43)
H (-0.83, 0.13, -1.51)
C (-5.09, -1.51, 4.20)
C (-3.66, -0.97, 4.45)
O (-2.74, -1.92, 3.92)
O (-5.28, -2.60, 5.12)
H (-5.23, -1.87, 3.18)
H (-5.82, -0.74, 4.44)
H (-3.36, -0.75, 5.47)
H (-3.69, -0.05, 3.84)
H (-1.88, -1.79, 4.33)
H (-4.64, -3.27, 4.87)
C (-2.93, 4.15, 2.22)
C (-2.38, 5.16, 3.25)
O (-2.97, 6.41, 2.99)
O (-2.40, 2.85, 2.35)
H (-2.96, 4.58, 1.22)
H (-4.02, 4.12, 2.32)
H (-1.30, 5.26, 3.14)
H (-2.60, 4.79, 4.25)
H (-3.15, 6.83, 3.83)
H (-1.64, 2.77, 1.74)
C (1.85, 0.14, 3.96)
C (1.19, -0.62, 5.10)
O (-0.07, -1.14, 4.82)
O (2.36, -0.78, 2.98)
H (2.69, 0.70, 4.37)
H (1.16, 0.79, 3.42)
H (1.13, 0.13, 5.90)
H (1.87, -1.36, 5.54)
H (0.04, -1.97, 4.32)
H (3.25, -1.05, 3.24)
C (-0.41, -0.07, -4.42)
C (0.46, -0.68, -5.52)
O (1.45, 0.21, -6.01)
O (0.32, -0.12, -3.17)
H (-1.29, -0.70, -4.29)
H (-0.84, 0.92, -4.54)
H (-0.22, -0.79, -6.38)
H (0.81, -1.67, -5.22)
H (1.71, -0.09, -6.88)
H (1.01, 0.55, -3.18)
C (0.21, -4.48, 1.44)
C (1.05, -3.92, 2.64)
O (0.26, -3.62, 3.79)
O (-0.19, -5.79, 1.66)
H (0.88, -4.47, 0.58)
H (-0.64, -3.82, 1.22)
H (1.49, -2.97, 2.34)
H (1.82, -4.65, 2.91)
H (-0.02, -4.44, 4.21)
H (-0.53, -5.82, 2.56)

Atom charges from the Löwdin analysis, given in e for atoms 1 to 99: -0.152, -0.174, 0.049, 0.074, 0.075, -0.006, -0.176, -0.103, 0.081, 0.054, 0.074, 0.076, -0.028, -0.408, -0.199, -0.171, -0.121, 0.054, 0.079, 0.048, 0.075, 0.127, 0.124, 0.109, 0.089, 0.089, 0.076, 0.046, 0.046, -0.026, -0.397, -0.177, -0.175, -0.116, 0.040, 0.089, 0.046, 0.085, 0.116, 0.115, 0.131, 0.087, 0.091, 0.069, 0.053, 0.043, -0.066, -0.422, -0.186, -0.145, -0.123, 0.052, 0.082, 0.080, 0.080, 0.138, 0.099, 0.121, 0.088, 0.082, 0.095, 0.051, 0.076, -0.252, -0.232, -0.068, -0.084, 0.115, 0.114, 0.117, 0.118, 0.077, 0.033, -0.180, -0.201, -0.097, -0.119, 0.129, 0.119, 0.107, 0.117, 0.044, 0.066, -0.209, -0.222, -0.086, -0.087, 0.115, 0.116, 0.126, 0.107, 0.030, 0.070, -0.272, -0.257, -0.062, -0.088, 0.108, 0.114

=====

4.
DFT (the ωB97M-V functional and the def2-TZVPD basis) results for a molecular structure, C6H14CdO4 at a distorted geometry.

Computed properties:
Kohn-Sham gap (alpha / beta): 5.75 / 6.15 eV
LUMO (alpha / beta): 3.30 / 3.09 eV
ΔE to the lowest compared entry with this formula, charge and spin: 12.43 kcal/mol
DFT total energy: -19197.728 eV
Net charge: -1
Expectation value of S²: 0.7549
2S+1: 2

Geometry (Å):
C (-1.85, 2.81, -0.38)
O (-0.54, 2.51, -0.76)
C (0.43, 3.47, -0.29)
C (1.82, 2.91, -0.47)
O (2.18, 2.12, 0.69)
C (1.66, 0.55, 0.77)
C (1.14, 0.34, 2.17)
O (0.17, 1.35, 2.43)
C (-0.63, 1.12, 3.57)
Cd (0.81, 3.32, 1.89)
H (-2.51, 2.04, -0.79)
H (-1.95, 2.81, 0.73)
H (-2.17, 3.80, -0.76)
H (0.32, 4.40, -0.88)
H (2.57, 3.71, -0.60)
H (1.90, 2.25, -1.36)
H (2.39, -0.24, 0.53)
H (1.17, 0.68, -0.20)
H (1.95, 0.37, 2.91)
H (0.69, -0.65, 2.31)
H (-1.26, 2.00, 3.71)
H (-1.25, 0.22, 3.42)
H (0.00, 0.97, 4.47)
O (0.92, -1.58, -0.24)
H (0.36, -1.24, -0.96)

Electronic structure analysis, Löwdin charges in units of e: -0.176, -0.263, -0.400, -0.331, -0.398, -0.083, -0.205, -0.438, -0.132, 0.946, 0.083, 0.060, 0.077, 0.068, 0.102, 0.118, 0.099, 0.085, 0.126, 0.127, 0.068, 0.094, 0.086, -0.555, -0.153

=====

5.
DFT (the ωB97M-V functional and the def2-TZVPD basis) results for a molecular structure, C48H40ClNP3PtSe at a distorted geometry.

Computed properties:
Kohn-Sham gap (alpha / beta): 5.74 / 5.74 eV
LUMO (alpha / beta): -3.93 / -3.93 eV
ΔE to the lowest compared entry with this formula, charge and spin: 73.99 kcal/mol
DFT total energy: -160893.216 eV
Net charge: +1

Geometry (Å):
Pt (0.39, 0.68, 0.45)
Cl (-2.68, -1.51, -0.88)
C (-3.28, -0.61, 0.56)
C (-4.65, -1.18, 1.06)
C (-5.76, -0.21, 1.18)
C (-5.59, 1.10, 0.97)
C (-4.29, 1.62, 0.56)
C (-3.21, 0.85, 0.33)
P (-1.65, 1.62, -0.17)
C (-1.81, 3.34, 0.41)
C (-2.14, 4.37, -0.46)
C (-2.25, 5.68, 0.01)
C (-2.02, 5.95, 1.35)
C (-1.69, 4.92, 2.22)
C (-1.57, 3.63, 1.75)
C (-1.73, 1.79, -1.97)
C (-0.61, 2.24, -2.66)
C (-0.65, 2.40, -4.03)
C (-1.81, 2.09, -4.74)
C (-2.93, 1.65, -4.05)
C (-2.90, 1.50, -2.67)
H (-4.95, -2.04, 0.46)
H (-6.74, -0.58, 1.45)
H (-6.41, 1.79, 1.08)
H (-4.21, 2.69, 0.45)
H (-2.32, 4.18, -1.51)
H (-2.50, 6.47, -0.68)
H (-2.10, 6.96, 1.71)
H (-1.50, 5.13, 3.26)
H (-1.27, 2.84, 2.43)
H (0.31, 2.48, -2.13)
H (0.22, 2.75, -4.56)
H (-1.84, 2.20, -5.81)
H (-3.84, 1.41, -4.59)
H (-3.77, 1.15, -2.15)
N (0.86, -2.23, 0.20)
P (0.13, -1.36, 1.44)
C (-1.47, -2.01, 1.87)
C (-1.62, -3.29, 2.21)
C (-2.92, -3.86, 2.57)
C (-4.00, -3.09, 2.68)
C (-3.98, -1.62, 2.40)
C (-2.62, -1.05, 1.89)
C (1.13, -1.64, 2.91)
C (0.62, -1.33, 4.16)
C (1.40, -1.49, 5.30)
C (2.69, -1.98, 5.18)
C (3.20, -2.31, 3.94)
C (2.43, -2.12, 2.80)
P (1.03, -1.13, -1.08)
C (0.31, -1.98, -2.50)
C (0.68, -3.30, -2.74)
C (0.18, -3.97, -3.84)
C (-0.68, -3.32, -4.71)
C (-1.04, -2.00, -4.48)
C (-0.54, -1.33, -3.37)
C (2.77, -1.03, -1.53)
C (3.77, -1.76, -0.90)
C (5.09, -1.62, -1.32)
C (5.40, -0.76, -2.36)
C (4.40, -0.03, -2.98)
C (3.09, -0.16, -2.56)
H (0.70, -3.23, 0.08)
H (-0.77, -3.96, 2.25)
H (-2.98, -4.91, 2.79)
H (-4.94, -3.52, 2.98)
H (-4.39, -1.07, 3.24)
H (-2.34, -0.15, 2.44)
H (-0.39, -0.95, 4.27)
H (1.00, -1.24, 6.27)
H (3.29, -2.12, 6.07)
H (4.21, -2.70, 3.85)
H (2.84, -2.36, 1.83)
H (1.39, -3.81, -2.09)
H (0.47, -5.00, -4.02)
H (-1.07, -3.84, -5.57)
H (-1.70, -1.49, -5.16)
H (-0.83, -0.31, -3.20)
H (3.54, -2.44, -0.10)
H (5.87, -2.19, -0.83)
H (6.43, -0.65, -2.68)
H (4.65, 0.65, -3.79)
H (2.32, 0.42, -3.06)
Se (1.73, 2.65, 0.34)
C (3.45, 1.87, 0.63)
C (3.67, 0.93, 1.63)
C (4.94, 0.46, 1.89)
C (6.02, 0.93, 1.14)
C (5.81, 1.87, 0.14)
C (4.53, 2.34, -0.12)
H (2.83, 0.60, 2.25)
H (5.10, -0.25, 2.68)
H (7.02, 0.57, 1.35)
H (6.65, 2.24, -0.43)
H (4.38, 3.08, -0.89)

Electronic structure analysis, Löwdin charges in units of e: 0.428, 0.784, -0.660, -0.210, -0.026, -0.049, -0.043, -0.372, 0.866, -0.403, -0.077, -0.064, -0.067, -0.069, -0.124, -0.397, -0.131, -0.070, -0.070, -0.065, -0.093, 0.140, 0.120, 0.110, 0.111, 0.105, 0.109, 0.108, 0.109, 0.097, 0.044, 0.111, 0.109, 0.111, 0.099, -0.330, 0.734, -0.354, -0.055, -0.055, -0.024, -0.169, -0.239, -0.344, -0.078, -0.061, -0.059, -0.071, -0.095, 0.860, -0.357, -0.085, -0.064, -0.061, -0.057, -0.114, -0.362, -0.088, -0.072, -0.074, -0.070, -0.094, 0.083, 0.116, 0.108, 0.121, 0.157, 0.141, 0.110, 0.111, 0.112, 0.111, 0.075, 0.108, 0.111, 0.111, 0.110, 0.064, 0.081, 0.110, 0.110, 0.110, 0.106, 0.679, -0.641, -0.149, -0.080, -0.079, -0.081, -0.134, 0.072, 0.097, 0.107, 0.109, 0.099

=====

Q: The highest ΔE to the lowest compared entry with this formula, charge and spin belongs to which entry?
A: C48H40ClNP3PtSe

=====

Q: DFT total energy of number 5 (C48H40ClNP3PtSe)?
A: -160893.216 eV